(1)
# C26H43FO5P3

2 unconnected molecules or ions with the total composition C26H43FO5P3 at a distorted geometry (ωB97M-V with the def2-TZVPD basis set, OMol25).

The geometry in XYZ format:
```
78
Properties=species:S:1:pos:R:3:forces:R:3
O 2.311756 0.943559 2.682357 4.02 -0.52 -1.09
C 3.528069 0.902523 2.395096 -1.48 0.17 0.99
C 4.116870 0.272841 1.027385 2.65 1.21 -1.22
F 3.621253 -0.906151 0.427998 0.76 2.88 1.76
C 5.228889 0.936629 0.415717 -1.48 -0.88 1.37
P 5.920599 0.118714 -1.160228 -0.89 0.13 -0.12
P 7.216760 -1.472685 -0.331844 -0.58 -1.67 3.61
O 6.288223 -2.445398 0.416540 2.17 2.25 -2.48
O 8.203575 -2.202175 -1.506840 -1.88 1.65 1.39
O 8.189224 -0.710296 0.879840 -0.22 -2.03 -3.05
C 5.861580 2.274617 1.067830 0.74 1.51 -0.29
O 6.316291 3.218899 0.374052 -1.61 -3.80 2.47
C 5.868645 2.278620 2.681085 -0.54 -0.65 2.44
C 6.975690 2.915414 3.544543 -3.14 -1.76 1.45
C 6.865699 2.797154 5.084027 -2.38 -1.36 -1.53
C 5.696218 2.054308 5.775529 -0.28 0.10 -3.83
C 4.564358 1.425127 4.907894 2.76 1.68 -2.17
C 4.654938 1.535572 3.359045 2.28 1.09 1.26
H 6.709219 1.065404 -1.903933 0.06 -0.19 1.10
H 7.592083 -2.497397 -2.219606 0.55 0.01 0.51
H 8.927410 -1.351763 1.007657 -0.38 0.66 0.32
H 7.853083 3.459206 3.069776 -1.41 -0.86 0.67
H 7.669141 3.280093 5.734257 -1.27 -0.83 -1.08
H 5.609313 1.943635 6.911531 0.35 0.31 -1.96
H 3.689685 0.851382 5.350228 1.36 0.96 -0.55
C 0.800517 1.694069 -0.309505 0.06 -0.06 0.02
C 0.032754 1.350225 -1.578352 0.19 0.31 0.03
C -1.373199 1.952964 -1.614565 0.35 -0.25 -0.53
C -2.420695 1.248870 -0.743720 0.07 1.05 0.67
P -3.161223 -0.254286 -1.347501 -0.24 0.12 -0.77
C -3.713691 0.073598 -3.042357 0.19 -0.07 -0.53
C -4.571863 1.296996 -3.370253 -0.27 0.43 0.09
C -6.051613 1.266651 -2.975426 -0.10 0.03 0.11
C -6.804666 0.011810 -3.392792 -0.10 0.02 0.02
C -4.647837 -0.620197 -0.443626 -0.91 0.06 0.73
C -4.664076 -0.897083 1.058500 0.10 -0.15 0.55
C -4.165399 -2.260659 1.523888 0.24 -0.10 0.15
C -4.665815 -3.448430 0.714833 -0.03 -0.03 0.09
C -2.055467 -1.628364 -1.592257 0.73 -1.08 -0.51
C -1.339489 -2.434564 -0.507437 -0.30 -0.31 0.61
C -0.634321 -1.659384 0.607267 0.31 -0.32 0.22
C 0.883804 -1.691078 0.492094 -0.04 0.16 0.10
H 0.274404 1.370817 0.591439 0.10 -0.01 0.03
H 1.779258 1.207575 -0.321070 -0.11 0.05 0.10
H 0.965128 2.772067 -0.234399 -0.04 -0.06 0.00
H -0.001592 0.269938 -1.707299 -0.03 -0.13 -0.01
H 0.599513 1.738472 -2.431270 -0.13 -0.06 0.02
H -1.711557 1.964091 -2.653816 -0.11 0.08 0.03
H -1.306734 3.002494 -1.306840 -0.12 -0.16 0.04
H -3.252314 1.957889 -0.635017 -0.17 -0.25 0.01
H -2.045988 1.121679 0.274824 -0.02 -0.17 -0.03
H -4.191300 -0.835602 -3.421851 0.04 -0.02 0.17
H -2.793006 0.170229 -3.629556 0.03 -0.11 0.12
H -4.532588 1.437793 -4.455833 0.15 -0.09 0.10
H -4.118348 2.193005 -2.933386 0.02 -0.03 -0.11
H -6.543562 2.128528 -3.438821 0.16 -0.04 0.06
H -6.163160 1.424830 -1.900595 -0.01 0.00 0.02
H -6.829934 -0.085117 -4.481242 0.02 -0.06 0.07
H -7.836476 0.059353 -3.035431 0.09 -0.04 -0.10
H -6.362406 -0.896134 -2.976810 -0.04 -0.01 -0.04
H -5.211163 -1.392243 -0.974026 0.22 -0.01 -0.15
H -5.252090 0.285112 -0.537076 0.12 0.08 -0.37
H -5.702658 -0.800987 1.394875 0.07 0.14 -0.21
H -4.102660 -0.114049 1.580957 -0.10 -0.04 -0.01
H -4.466282 -2.400961 2.567726 0.02 0.11 -0.11
H -3.077495 -2.253014 1.544278 0.10 -0.06 -0.04
H -5.749176 -3.559021 0.815498 0.07 -0.04 -0.08
H -4.194530 -4.367866 1.070885 -0.13 0.05 -0.04
H -4.428371 -3.356731 -0.347613 -0.01 -0.04 -0.01
H -1.296084 -1.299766 -2.309222 -0.19 0.33 -0.03
H -2.646966 -2.362891 -2.155422 -0.14 0.23 -0.09
H -0.619451 -3.093116 -1.006134 -0.06 0.21 -0.07
H -2.055838 -3.125148 -0.060006 -0.08 0.07 -0.06
H -0.884905 -2.114030 1.571078 -0.10 0.12 -0.07
H -0.983983 -0.630170 0.659112 -0.02 0.10 -0.01
H 1.260866 -2.706386 0.642741 -0.04 0.08 -0.09
H 1.332069 -1.055065 1.257463 -0.02 -0.06 -0.12
H 1.223086 -1.344546 -0.486870 0.03 0.00 0.05
```
Forces are in eV/Å.

Gap between HOMO and LUMO   7.75 eV
F_max   4.8 eV Å⁻¹
E   -68471.43973 eV
Total charge   +1
LUMO energy   -3.22 eV
Highest occupied orbital energy   -11.0 eV



(2)
# C26H43N2O18V

A molecular structure, C26H43N2O18V at a distorted geometry (ωB97M-V with the def2-TZVPD basis set, OMol25).

The geometry in XYZ format:
```
90
Properties=species:S:1:pos:R:3:forces:R:3
C -4.965955 -0.164317 2.706007 0.61 -0.42 -0.06
C -3.500585 -0.348447 3.093947 1.74 0.53 -0.65
C -3.048235 -1.790727 3.444217 1.83 0.42 -1.78
O -1.590205 -1.788397 3.387427 -0.18 -0.34 0.07
C -1.051685 -3.131027 3.401447 -1.18 -0.27 0.86
N -2.533375 0.235393 1.901307 -1.55 -1.25 1.61
H -2.557215 -0.391687 1.109917 0.33 -0.22 -0.98
H -2.778595 1.154473 1.561797 -0.48 0.48 -0.24
H -1.585675 0.344203 2.233167 0.49 -0.42 0.10
H -5.139615 0.844523 2.331607 -0.19 -0.03 0.28
H -5.615815 -0.422597 3.542117 0.10 0.39 0.16
H -5.253605 -0.868467 1.925277 0.22 0.02 -0.23
H -3.107585 0.276133 3.896167 -0.71 0.19 0.26
H -3.306885 -2.471807 2.633457 -0.79 -0.18 0.13
H -3.390555 -2.141457 4.417827 -0.26 0.19 -0.02
H -1.388355 -3.795757 2.605907 0.16 0.64 -0.93
H -1.520995 -3.658767 4.231707 0.39 0.07 0.70
H 0.033205 -3.161667 3.502387 -0.23 0.43 -0.13
O -2.356755 -0.705767 -3.862783 -1.19 0.82 -0.21
V -3.406275 -0.638307 -2.670393 5.08 -3.85 2.89
O -4.316465 0.582263 -2.713853 -1.80 2.47 -0.67
O -4.581525 -4.404807 -1.836203 1.07 0.06 0.26
C -4.004935 -3.212137 -1.933403 -0.31 1.81 -1.31
O -2.991765 -3.061437 -2.657033 0.84 -0.88 -0.14
O -4.571885 -2.224407 -1.494813 -1.59 3.41 1.57
H -3.806565 -4.657277 -2.343453 0.19 -3.20 -0.87
C -0.201675 -1.882187 -0.685203 -0.38 0.22 -0.25
C -0.519085 -0.427397 -0.981253 0.00 0.08 -0.50
O -1.864305 -0.016267 -1.137563 -1.07 -0.72 -0.59
H 0.881385 -1.947277 -0.581003 0.10 -0.14 0.32
H -0.463995 -2.521577 -1.528093 -0.33 -0.08 0.13
H -0.708775 -2.194777 0.227617 0.06 -0.36 0.08
H 0.138125 -0.188697 -1.817433 -0.33 0.29 -0.82
H -0.043445 0.166853 -0.201043 -0.20 0.37 0.66
C 5.347625 -0.127527 0.527907 -0.19 -2.10 1.00
O 4.790905 0.843203 -0.258643 -1.89 1.42 -1.07
C 3.514385 0.405253 -0.850633 1.26 -1.49 0.07
C 3.142215 1.193613 -2.082023 1.14 -0.15 1.77
O 2.966825 2.515443 -1.667433 -0.08 0.66 0.52
C 2.756525 3.464503 -2.681213 -0.07 -0.76 -0.84
H 5.888515 0.160553 1.429327 0.07 1.03 -0.24
H 6.012085 -0.806477 -0.006523 0.15 -0.02 -0.40
H 4.553815 -0.757477 0.929327 -0.16 -0.38 0.16
H 2.734455 0.155333 -0.131363 -0.09 0.91 0.57
H 3.717845 -0.580937 -1.267913 0.11 -0.45 -0.12
H 2.293845 0.718993 -2.575073 -0.25 0.21 -0.15
H 4.070775 0.968353 -2.606553 0.00 0.95 -1.18
H 1.858395 3.145243 -3.209923 -0.21 0.38 -0.41
H 3.599805 3.453653 -3.371773 0.11 0.05 -0.24
H 2.639175 4.490633 -2.332823 -0.03 -0.32 0.56
C 1.982215 -3.638297 -3.860403 2.60 1.18 -1.10
O 3.199335 -3.852447 -3.884663 -1.03 -0.86 0.90
N 1.455355 -2.851837 -4.821053 -1.62 0.40 -0.71
C 0.024815 -2.480507 -4.748753 0.59 -0.23 -1.36
C 2.192565 -2.522067 -6.088823 0.29 -0.90 1.17
H 1.299105 -3.941967 -3.052103 0.01 -0.06 -0.19
H -0.399275 -2.775477 -5.708563 -0.29 0.11 -0.14
H -0.091775 -1.399017 -4.678833 -0.12 -0.13 0.38
H -0.560695 -3.036407 -4.016453 0.39 0.27 0.36
H 3.150595 -3.037057 -6.017643 0.00 0.15 0.12
H 1.712425 -2.926967 -6.979683 -0.52 0.01 0.21
H 2.400235 -1.465667 -6.259093 -0.32 0.10 0.41
C 1.238315 -0.609317 5.872337 -1.00 0.87 -0.58
C 2.013065 -1.423437 5.183357 1.15 -2.48 -1.10
C 2.155755 -1.428897 3.648557 1.01 -0.62 -0.61
O 2.805165 -2.279877 3.009717 -1.32 1.53 2.09
C 1.513095 -0.309677 3.019647 -0.74 0.89 -1.04
C 0.781775 0.601143 3.671297 0.14 0.11 0.87
C 0.541905 0.480723 5.164927 0.76 0.27 1.56
O -0.047725 1.325343 5.830927 -0.20 -0.21 -1.52
O 0.324105 1.704443 3.052117 -0.14 -0.74 -0.18
O 2.609085 -2.466847 5.779627 -0.11 0.33 0.77
H 1.075675 -0.712457 6.935027 0.10 0.07 0.00
H 1.592805 -0.125467 1.958467 0.41 -0.34 -0.22
H -0.182415 2.224273 3.680467 -0.16 0.32 0.53
H 3.311285 -2.853837 5.251637 0.04 -0.06 -0.64
C -0.983605 5.013993 0.746187 -0.20 -1.04 0.22
C -0.523445 6.137293 0.191057 -0.84 0.64 0.33
C -0.322875 6.306973 -1.268863 0.24 0.94 -2.77
O -0.088485 7.404693 -1.827583 -0.52 -2.89 1.87
C -0.478545 5.031763 -2.033553 -1.30 -1.46 1.23
C -0.976175 3.861143 -1.451653 0.59 -0.28 -1.64
C -1.266885 3.752473 0.024967 1.68 2.37 -0.62
O -1.570895 2.726973 0.565927 -0.75 -1.05 0.48
O -1.166235 2.721333 -2.183303 0.68 2.56 -0.23
O -0.393055 7.258083 0.907357 0.77 0.24 -0.11
H -1.156335 4.996133 1.812137 -0.12 -0.03 0.18
H -0.353215 5.043403 -3.106193 0.20 0.10 -0.01
H -1.361455 1.922383 -1.688143 -0.53 -0.80 0.95
H -0.223135 6.996193 1.815177 -0.17 0.23 0.37
```
Forces are in eV/Å.

Gap between HOMO and LUMO   6.47 eV
F_max   7.0 eV Å⁻¹
E   -93176.84129 eV
Total charge   0
LUMO energy   -2.24 eV
Highest occupied orbital energy   -8.7 eV



(3)
# C26H43N3P2Tm

A molecular structure, C26H43N3P2Tm at a distorted geometry (ωB97M-V with the def2-TZVPD basis set, OMol25).

The geometry in XYZ format:
```
75
Properties=species:S:1:pos:R:3:forces:R:3
Tm 0.068894 -0.364314 0.921657 0.23 0.08 5.29
C -0.701570 -2.306313 2.586518 0.84 0.48 0.12
C 0.668246 -2.442085 2.171747 -0.29 0.82 0.18
C 0.565018 -0.844651 3.846573 -0.15 -0.66 -0.86
C -0.748736 -1.334431 3.631768 0.76 -0.27 -0.65
C 1.439082 -1.485400 2.919930 -1.00 -0.16 -0.21
C -1.823798 -3.198855 2.203348 -0.48 -0.35 -0.16
H -1.690031 -3.595993 1.190401 -0.11 -0.04 0.12
H -2.783722 -2.667548 2.241237 0.14 -0.18 -0.05
H -1.903425 -4.063778 2.881976 0.01 0.23 -0.19
C -1.930468 -1.027242 4.474045 -0.51 0.36 0.16
H -2.864493 -1.216947 3.930118 0.15 0.06 0.18
H -1.938093 0.024157 4.797954 -0.04 -0.27 -0.04
H -1.949821 -1.645081 5.387912 0.05 0.17 -0.30
C 0.994307 0.038550 4.957879 0.06 0.63 0.17
H 1.228211 -0.535043 5.870700 -0.10 0.11 -0.33
H 0.214443 0.763934 5.225457 0.18 -0.12 0.01
H 1.896677 0.600525 4.684758 -0.16 -0.06 0.15
C 2.912769 -1.306742 2.861037 0.63 0.03 0.02
H 3.430571 -1.945627 3.595528 -0.09 0.19 -0.22
H 3.195767 -0.265331 3.073894 0.01 -0.28 -0.03
H 3.306118 -1.564174 1.868159 0.04 0.02 0.21
C 1.228343 -3.495604 1.284195 0.22 -0.49 -0.24
H 1.543260 -4.376112 1.868426 -0.04 0.18 -0.25
H 2.115488 -3.134971 0.743230 -0.13 -0.20 0.02
H 0.490000 -3.844986 0.550304 0.18 -0.03 0.07
C -1.797066 0.973991 -3.785745 -1.00 -1.09 -0.42
C -1.819285 -0.372702 -3.758273 -1.01 1.22 -0.75
C -1.024130 -1.257732 -4.659089 0.33 -0.67 -0.18
C 0.503489 -0.990659 -4.673594 -0.80 -0.31 -0.42
C 1.047870 -0.381382 -3.415882 0.85 0.65 -0.53
C 1.259727 0.948210 -3.355829 0.67 -0.75 -0.65
C 0.597374 1.976516 -4.231893 0.11 0.24 -0.52
C -0.906753 1.817374 -4.639683 0.21 0.56 -0.32
H -1.404484 -1.160713 -5.690320 0.02 -0.09 0.33
H 0.758653 -0.352079 -5.539447 -0.09 -0.18 0.50
H -1.204538 -2.302521 -4.362323 0.05 0.26 -0.13
H -0.964641 1.490625 -5.691845 0.02 -0.09 0.39
H -2.613673 1.523291 -3.292790 0.57 -0.35 0.06
H -2.594810 -0.882484 -3.175351 0.23 0.28 -0.36
H -1.334214 2.835047 -4.630669 0.22 -0.38 -0.16
H 0.705567 2.960158 -3.740758 0.07 -0.40 -0.18
H 2.123044 1.351956 -2.824278 -0.83 -0.14 0.56
H 1.175411 2.047610 -5.172869 -0.13 0.13 0.34
H 1.007406 -1.953304 -4.854324 -0.05 0.36 0.09
H 1.424579 -1.091886 -2.669954 0.42 0.41 -0.24
P -1.965504 0.382081 -0.428595 0.70 -0.42 0.91
P 1.951766 1.375528 0.192918 -0.48 0.04 0.68
C -0.751187 1.574784 -1.239717 -0.01 -0.26 -0.75
C 0.535614 2.273637 -0.677575 0.13 0.32 0.14
H -1.389897 2.369159 -1.654679 0.29 -0.12 0.22
H -0.442737 0.952628 -2.081180 -0.06 0.63 0.16
H 1.056932 2.748980 -1.522890 -0.62 0.07 0.04
H 0.202648 3.071413 0.001421 0.42 -0.30 0.00
C 2.612409 2.708387 1.229366 0.08 0.06 0.22
H 3.336548 2.289846 1.940863 -0.11 0.16 -0.23
H 1.800427 3.177713 1.799770 0.20 -0.18 -0.17
H 3.101488 3.456421 0.591214 -0.07 -0.11 0.21
C 3.339645 0.883498 -0.861653 0.02 0.16 -0.57
H 3.721252 1.748981 -1.413525 0.17 -0.21 -0.01
H 3.020722 0.104856 -1.566425 0.22 0.19 0.20
H 4.139968 0.458427 -0.239838 -0.30 0.24 0.02
C -3.654028 0.444620 -1.071102 -0.46 -0.20 -0.73
H -4.255120 -0.285024 -0.500256 0.34 0.35 -0.11
H -3.736007 0.204251 -2.136260 -0.09 0.11 0.32
H -4.084195 1.446531 -0.914769 0.31 -0.31 0.15
C -1.148525 -1.265593 -1.024366 -0.38 -0.31 -1.31
H -0.212837 -1.736712 -0.576294 -1.18 0.00 -0.58
H -0.868552 -1.130345 -2.075761 -0.03 -0.31 0.47
H -1.927127 -2.034403 -0.960221 0.22 0.02 0.04
N -0.617485 1.405655 2.035936 -0.07 1.31 0.97
C -0.990106 2.183110 2.859773 0.28 -0.37 -0.06
N -1.380836 3.091198 3.641499 0.13 -0.29 -1.07
C -1.556595 3.053747 4.943789 -0.35 -0.04 2.63
N -1.741240 3.101349 6.104724 0.40 -0.16 -2.37
```
Forces are in eV/Å.

<S²>   2.003
Gap between HOMO and LUMO (alpha / beta)   6.98 / 7.04 eV
F_max   5.3 eV Å⁻¹
E   -80228.17649 eV
Total charge   +1
LUMO energy (alpha / beta)   -3.27 / -3.21 eV
Highest occupied orbital energy (alpha / beta)   -10.2 / -10.2 eV
Multiplicity   3